1.
C5H34N3O10 | ωB97M-V/def2-TZVPD

Each line ends with the Löwdin charge.
Atoms and positions in Å:
C1 2.9893 -0.1078 -2.8464  -0.0458
C2 2.0438 0.8861 -2.2203  -0.4626
C3 0.8075 1.3740 -2.9898  -0.1626
C4 -0.4010 0.4795 -3.0247  -0.1202
N1 -2.9408 0.5594 -0.3968  0.1813
C5 -2.0474 -0.0221 -1.1864  -0.1346
N2 -1.1525 0.7492 -1.7501  0.0611
N3 2.7258 2.0274 -1.6446  0.0541
H1 3.9155 -0.1849 -2.2743  0.0885
H2 3.2050 -0.0211 -3.9209  0.0884
H3 2.4548 -1.0691 -2.9017  0.0730
H4 1.5426 0.4165 -1.3574  0.0948
H5 0.9992 1.5972 -4.0659  0.1343
H6 0.6163 2.3963 -2.6507  0.1153
H7 -0.0319 -0.5645 -3.0209  0.1330
H8 -1.1529 0.6672 -3.7885  0.1302
H9 -3.7472 0.0793 -0.0287  0.1149
H10 -2.5681 1.2262 0.2780  0.0627
H11 -2.0379 -1.0357 -1.5620  0.1600
H12 -0.9562 1.6684 -1.3749  0.1513
H13 2.2873 2.4313 -0.8431  0.0471
H14 3.7219 2.0995 -1.7152  0.0760
H15 -3.5642 3.2009 1.2727  0.0691
H16 -2.5056 2.7234 2.4053  0.0588
O1 -2.7077 2.8179 1.4750  -0.0373
H17 -3.5072 -3.2127 1.2331  0.0297
H18 -2.0084 -3.2751 0.4519  0.0077
O2 -2.9005 -2.9714 0.5427  -0.0442
H19 0.2648 1.1726 1.2034  -0.0054
H20 -0.1113 -0.0258 1.8999  0.0152
O3 -0.4043 0.4716 1.1124  -0.0858
H21 -0.2756 -0.0339 4.3528  0.0641
H22 0.8276 -0.8656 3.7879  0.0532
O4 0.5109 0.0534 3.8014  -0.0457
H23 0.6234 -4.5586 -1.0558  0.0542
H24 1.4509 -3.6394 -0.1379  0.0325
O5 0.5640 -3.9602 -0.3106  -0.0561
H25 2.2687 -0.0989 1.8947  0.0169
H26 2.0466 1.3082 2.5286  0.0319
O6 2.3589 0.8430 1.7485  -0.0464
H27 1.8513 -1.1835 -0.3965  0.0566
H28 0.3656 -1.4560 -0.4408  0.0446
O7 1.1333 -1.5602 0.1257  -0.0733
H29 -3.4161 -0.1603 2.6263  0.0237
H30 -3.7109 -1.4412 3.1822  0.0492
O8 -4.0486 -0.8773 2.4705  -0.0562
H31 -0.2561 3.1246 1.1174  0.0241
H32 1.1324 3.8339 1.4335  0.0655
O9 0.6996 3.1037 0.9950  -0.0390
H33 1.4716 -2.3481 1.7351  -0.0273
H34 0.5759 -3.7049 1.9349  0.0226
O10 0.9981 -2.9324 2.2957  -0.0430

2S+1: 1
Relative energy (zero: lowest compared OMol25 entry of this formula, charge and spin), kcal/mol: 66.4
Charge: +1

2.
C35H61N4O4PS2 | ωB97M-V/def2-TZVPD

Each line ends with the Löwdin charge.
Atoms and positions in Å:
C1 -0.2292 1.0527 1.4537  -0.1192
C2 0.9464 0.5351 0.3880  -0.1801
C3 2.3054 0.0333 1.1591  -0.2404
O1 2.4290 0.9355 2.3497  -0.3406
P1 4.0583 1.5571 2.3899  0.4908
C4 4.6236 0.5227 3.8913  -0.2813
C5 3.5331 0.3974 5.1070  -0.2580
C6 2.5523 -0.9142 5.0344  -0.1755
C7 1.8247 -1.0187 6.5367  -0.2511
O2 0.3659 -1.1990 6.4629  -0.2587
C8 0.1848 -2.6651 6.7275  -0.1296
C9 3.6606 3.1984 3.3602  -0.2062
C10 4.8531 3.9983 4.2200  -0.0392
C11 4.2280 5.3310 4.9886  -0.0993
C12 2.6791 5.8254 4.9535  -0.1683
N1 1.6763 5.0815 4.1397  -0.0634
C13 2.1790 3.8706 3.4314  -0.1111
O3 4.7217 0.4367 1.1811  -0.3925
C14 3.6994 -0.1493 0.2597  -0.3697
C15 3.8739 0.7425 -1.1045  -0.1199
C16 3.5791 -0.0583 -2.5038  -0.2241
C17 2.2003 -0.9443 -2.5239  -0.4848
S1 0.7038 -0.0497 -3.2270  0.8163
C18 -0.6607 -1.3808 -3.2149  -0.9680
S2 -2.2347 -1.0899 -3.7880  0.5977
N2 -0.2898 -2.7787 -2.6794  -0.1896
C19 0.1187 -4.0056 -3.5206  -0.0283
C20 0.4120 -5.1554 -2.3784  -0.1213
N3 0.1671 -4.6667 -0.9380  -0.0098
C21 -0.2362 -3.2114 -1.2021  -0.0831
C22 4.1103 -1.7361 0.2742  -0.1289
C23 5.6030 -2.0732 -0.3197  -0.1592
C24 5.7297 -3.7130 -0.6190  -0.3715
C25 5.3480 -4.6123 0.7381  -0.1350
C26 4.7351 -4.2188 -1.8373  -0.1197
H1 -0.1561 2.2116 1.6024  0.0639
H2 -1.2574 0.8222 0.8999  0.0710
H3 -0.2274 0.4399 2.4597  0.0862
H4 1.1269 1.3849 -0.4066  0.1042
H5 0.4603 -0.4104 -0.1528  0.0664
H6 2.1501 -1.0523 1.6245  0.1473
H7 5.4447 2.0436 2.4021  0.0001
H8 3.8375 2.3967 1.2088  0.0303
H9 5.5929 1.0525 4.3285  0.0782
H10 4.9262 -0.5602 3.5416  0.0860
H11 4.1683 0.2793 6.1110  0.1080
H12 2.8517 1.3341 5.2699  0.1095
H13 1.6609 -0.6576 4.2851  0.1141
H14 3.0938 -1.9041 4.7240  0.1069
H15 2.0065 0.0254 7.0845  0.1292
H16 2.3866 -1.8190 7.1793  0.1127
H17 0.7774 -3.1983 5.8391  0.1110
H18 -0.9590 -2.9111 6.7103  0.0925
H19 0.6084 -2.9721 7.7858  0.0933
H20 5.9652 3.6422 4.2853  0.0742
H21 4.9806 5.9702 5.6513  0.0583
H22 2.3497 6.7844 5.5804  0.0860
H23 1.3482 3.2793 2.8065  0.0814
H24 4.9997 1.1305 -1.1736  0.1398
H25 3.1944 1.7093 -1.0484  0.1129
H26 4.4706 -0.7632 -2.7859  0.0946
H27 3.5027 0.7447 -3.3840  0.1131
H28 1.8771 -1.3903 -1.4913  0.0531
H29 2.4033 -1.8696 -3.2391  0.0861
H30 0.1937 -4.0257 -4.6901  0.1060
H31 0.7688 -6.2549 -2.6136  0.0883
H32 -0.4880 -2.4514 -0.3275  0.1272
H33 4.1312 -2.0618 1.4224  0.1264
H34 3.3029 -2.4481 -0.2260  0.1106
H35 6.4714 -1.8475 0.4613  0.1259
H36 5.8860 -1.5041 -1.3022  0.1004
H37 6.8278 -4.0119 -0.9547  0.1242
H38 5.4577 -5.7711 0.4962  0.0807
H39 6.1351 -4.3547 1.5787  0.0804
H40 4.2525 -4.4277 1.1129  0.0763
H41 3.9083 -4.8989 -1.3089  0.0770
H42 5.2844 -4.8308 -2.6717  0.0742
H43 4.1356 -3.2825 -2.2601  0.0604
C27 -8.2207 1.1396 -5.5345  -0.0419
C28 -8.5075 1.9412 -4.2307  -0.4679
C29 -7.7778 3.3130 -4.2709  -0.1439
C30 -6.2732 3.2148 -4.0489  -0.1894
C31 -5.9581 2.4349 -2.7765  -0.1354
C32 -6.6421 1.0462 -2.7301  -0.4750
N4 -8.1108 1.1097 -3.0419  -0.0284
O4 -8.7601 1.6408 -1.9112  -0.0322
C33 -5.9272 0.0905 -3.7295  -0.0500
C34 -6.3544 0.3970 -1.3399  -0.0419
C35 -10.0453 2.2240 -4.2907  -0.0541
H44 -9.0438 1.2111 -6.2556  0.0761
H45 -7.3262 1.4924 -6.0559  0.0727
H46 -8.1051 0.0672 -5.3405  0.0802
H47 -8.1944 3.9774 -3.5008  0.1223
H48 -7.9658 3.8103 -5.2313  0.1224
H49 -5.7876 2.7484 -4.9122  0.1015
H50 -5.8494 4.2240 -3.9718  0.1152
H51 -4.8703 2.3272 -2.6853  0.1265
H52 -6.2747 3.0374 -1.9128  0.1252
H53 -6.4362 -0.8774 -3.7814  0.0919
H54 -4.8964 -0.1031 -3.4170  0.0265
H55 -5.8563 0.4945 -4.7412  0.0621
H56 -6.6889 1.0209 -0.5031  0.0763
H57 -5.2742 0.2514 -1.1914  0.0867
H58 -6.8355 -0.5858 -1.2506  0.0881
H59 -10.6202 1.2912 -4.2539  0.0874
H60 -10.3102 2.7403 -5.2189  0.0800
H61 -10.3899 2.8718 -3.4765  0.0730

Expectation value of S²: 0.75
Energy, Eh: -3027.12423
2S+1: 2
Charge: -1

3.
C4H12NSi | ωB97M-V/def2-TZVPD

Each line ends with the Löwdin charge.
Atoms and positions in Å:
C1 -2.3142 1.3214 0.4411  -0.0407
C2 -2.0325 0.5368 -0.6149  -0.3609
C3 1.5942 0.6066 -0.8435  -0.0233
C4 1.0874 -1.0140 0.9759  -0.0898
N1 2.1481 -0.3048 0.1909  -0.1005
Si1 -1.8039 -1.2685 -0.3390  0.9368
H1 -2.5818 2.4416 0.3538  0.1168
H2 -2.4649 0.9313 1.3640  0.0123
H3 -1.8776 1.0775 -1.5894  0.0807
H4 1.0411 1.3794 -0.2217  0.1243
H5 2.2261 1.0925 -1.4359  0.0512
H6 0.8475 -0.0137 -1.3104  0.0601
H7 1.3840 -1.7186 1.6625  -0.0032
H8 0.4060 -0.3263 1.4997  0.0144
H9 2.7790 0.1986 0.8071  0.1626
H10 2.7350 -0.9796 -0.3531  0.1872
H11 -1.0828 -2.1882 -1.4486  -0.0219
H12 -2.0909 -1.7721 0.8616  -0.1061

2S+1: 1
Relative energy (zero: lowest compared OMol25 entry of this formula, charge and spin), kcal/mol: 106.9
Charge: +1